Entry from the OMol25 dataset: a molecular structure, C29H47FN4Sn at a distorted geometry (ωB97M-V/def2-TZVPD).

Positions of all 82 atoms, in Å:
Sn  -0.75  -0.61  0.43
C  -2.58  -4.36  0.99
C  -1.87  -2.28  0.96
N  -1.48  -3.56  1.10
H  -4.70  -3.81  0.80
N  -3.20  -2.27  0.78
H  -2.53  -5.44  1.04
C  -0.17  -0.52  -1.76
C  0.65  0.48  -2.29
C  0.78  0.56  -3.69
C  0.07  -0.30  -4.53
C  -0.64  -1.37  -3.97
C  -0.74  -1.50  -2.58
H  1.19  1.20  -1.64
H  1.45  1.31  -4.09
H  -1.12  -2.10  -4.61
H  -1.29  -2.35  -2.18
C  0.03  -0.09  -6.03
H  -0.39  -0.97  -6.53
H  1.03  0.11  -6.44
H  -0.60  0.78  -6.28
C  -0.05  -3.98  1.29
C  0.00  -5.45  1.68
C  0.77  -3.74  0.01
H  -0.40  -6.11  0.90
H  1.05  -5.74  1.83
H  -0.52  -5.64  2.63
H  1.54  -3.54  2.67
H  -0.08  -3.23  3.33
H  1.02  -2.67  -0.10
C  0.54  -3.15  2.43
H  0.25  -4.07  -0.90
H  1.71  -4.30  0.09
H  0.64  -2.08  2.18
C  -3.66  -3.56  0.84
C  -3.66  -0.42  -0.87
H  -4.27  -0.89  -1.66
H  -3.86  0.66  -0.86
C  -3.97  -0.99  0.53
H  -4.38  0.56  2.00
C  -5.47  -1.29  0.58
H  -5.82  -1.57  1.59
H  -2.61  -0.56  -1.19
H  -2.84  0.78  1.17
H  -5.78  -2.07  -0.13
H  -6.05  -0.39  0.30
C  -3.51  0.02  1.61
H  -3.00  -0.46  2.45
C  3.60  3.67  1.30
N  3.32  2.56  0.50
H  2.30  5.38  1.78
N  1.60  3.83  0.36
H  4.51  3.83  1.88
C  3.94  1.22  0.77
C  5.44  1.44  0.85
C  3.49  0.64  2.12
H  5.72  2.05  1.73
H  5.94  0.47  0.97
H  5.81  1.91  -0.07
H  4.25  -0.53  -0.43
H  3.47  0.81  -1.32
H  2.43  0.33  2.08
C  3.53  0.29  -0.36
H  3.64  1.33  2.95
H  4.10  -0.26  2.34
H  2.55  -0.15  -0.14
C  2.50  4.46  1.23
C  -0.46  3.74  1.81
H  0.08  4.22  2.65
H  -1.50  4.09  1.86
C  0.12  4.11  0.43
H  -1.62  3.38  -0.57
C  -0.09  5.58  0.16
H  0.33  5.85  -0.82
H  -0.46  2.66  1.97
H  -0.34  2.18  -0.36
H  0.36  6.21  0.94
H  -1.16  5.81  0.13
C  -0.53  3.24  -0.60
H  -0.17  3.43  -1.61
C  2.24  2.82  -0.25
F  0.33  0.33  1.85

E_LUMO (alpha / beta) = 4.4 / 4.3 eV
charge = -2
HOMO-LUMO gap (alpha / beta) = 1.38 / 2.67 eV
highest occupied orbital energy (alpha / beta) = 2.99 / 1.61 eV
2S+1 = 1

Entry from the OMol25 dataset: a molecular structure, C29H47FN6O3PtSSi2Te (ωB97M-V/def2-TZVPD).

Positions of all 91 atoms, in Å:
Pt  0.03  -0.32  -0.19
F  6.77  -1.00  -0.01
C  6.04  0.04  0.40
C  4.72  0.04  0.11
C  3.89  1.10  0.54
C  2.49  1.14  0.29
O  1.96  0.09  -0.32
C  1.76  2.25  0.71
C  2.41  3.25  1.41
N  3.71  3.22  1.69
C  4.30  4.31  2.46
C  3.84  5.72  2.23
C  5.20  5.29  1.76
C  4.50  2.15  1.26
C  5.86  2.13  1.56
C  6.68  1.07  1.16
N  8.01  1.01  1.49
C  8.98  0.12  0.83
C  10.39  0.38  1.32
N  10.67  1.86  1.37
C  9.71  2.60  2.28
C  8.55  1.69  2.67
C  0.34  2.51  0.35
O  -0.26  3.51  0.58
O  -0.28  1.57  -0.44
H  4.30  -0.80  -0.43
H  1.86  4.11  1.77
H  4.53  4.01  3.47
H  3.76  6.35  3.10
H  3.10  5.91  1.46
H  6.07  5.65  2.30
H  5.34  5.17  0.70
H  6.28  2.96  2.09
H  8.93  0.26  -0.25
H  8.78  -0.94  1.03
H  11.12  -0.07  0.65
H  10.58  0.00  2.33
H  10.62  2.24  0.42
H  11.64  2.02  1.68
H  9.38  3.48  1.74
H  10.27  2.93  3.16
H  7.79  2.30  3.15
H  8.87  0.96  3.41
C  -0.71  -3.59  4.61
C  -1.23  -2.21  4.18
C  -1.48  -2.15  2.72
N  -0.78  -1.51  1.86
N  -1.23  -1.66  0.55
C  -2.33  -2.44  0.46
N  -2.96  -2.70  -0.66
S  -2.81  -3.04  1.99
H  -0.52  -3.59  5.68
H  0.21  -3.85  4.10
H  -1.45  -4.38  4.43
H  -0.51  -1.43  4.42
H  -2.16  -1.98  4.70
H  -2.62  -2.37  -1.54
H  -3.79  -3.29  -0.67
C  -0.92  2.01  -5.90
Si  -1.89  2.54  -4.40
C  -1.04  3.91  -3.47
C  -3.68  2.84  -4.75
C  -1.94  0.99  -3.16
Te  -0.05  0.25  -2.91
C  -0.07  -1.32  -4.29
Si  -0.85  -3.08  -4.09
C  -0.01  -3.86  -2.62
C  -0.46  -3.95  -5.68
C  -2.70  -2.85  -3.87
H  -0.79  2.88  -6.55
H  -1.44  1.25  -6.48
H  0.09  1.65  -5.68
H  -1.11  4.82  -4.06
H  0.03  3.72  -3.31
H  -1.49  4.09  -2.49
H  -3.76  3.74  -5.35
H  -4.26  3.00  -3.84
H  -4.14  2.03  -5.32
H  -2.59  0.22  -3.58
H  -2.31  1.35  -2.20
H  0.99  -1.47  -4.50
H  -0.56  -0.84  -5.15
H  0.98  -4.21  -2.90
H  -0.56  -4.73  -2.26
H  0.13  -3.18  -1.76
H  0.62  -4.00  -5.85
H  -0.92  -3.43  -6.52
H  -0.84  -4.97  -5.68
H  -3.01  -2.05  -3.19
H  -3.15  -3.79  -3.52
H  -3.16  -2.64  -4.83

energy relative to the best compared isomer or geometry (same formula, charge and spin) = 153.9 kJ/mol
E_LUMO = -12.5 eV
charge = +4
HOMO-LUMO gap = 5.15 eV
highest occupied orbital energy = -17.63 eV
2S+1 = 1

Entry from the OMol25 dataset: a molecular structure, C29H47N4O17Y at a distorted geometry (ωB97M-V/def2-TZVPD).

Positions of all 98 atoms, in Å:
Y  -1.50  -1.03  -2.77
O  0.49  -1.05  0.87
C  -0.08  -1.11  -0.33
O  -1.21  -1.66  -0.52
O  0.44  -0.52  -1.31
H  1.21  -0.40  0.64
C  0.56  3.29  4.93
O  1.27  2.34  4.16
C  1.39  2.67  2.82
C  1.93  1.46  2.13
O  1.97  1.54  0.72
C  3.20  2.07  0.18
H  -0.50  3.28  4.66
H  0.91  4.31  4.71
H  0.69  3.07  5.98
H  1.99  3.56  2.59
H  0.40  2.91  2.39
H  1.37  0.57  2.45
H  2.90  1.15  2.56
H  3.52  2.95  0.74
H  2.95  2.37  -0.83
H  3.96  1.29  0.20
C  -4.60  -2.42  -1.94
O  -3.45  -1.95  -2.13
N  -5.01  -2.82  -0.77
C  -6.40  -3.16  -0.53
C  -4.13  -2.84  0.39
H  -5.34  -2.56  -2.72
H  -7.01  -3.11  -1.44
H  -6.83  -2.39  0.12
H  -6.55  -4.12  -0.05
H  -3.08  -2.89  0.12
H  -4.25  -1.96  1.02
H  -4.36  -3.76  0.94
C  -2.91  1.33  -0.69
O  -2.64  0.78  -1.78
N  -2.18  2.27  -0.17
C  -2.65  3.02  0.98
C  -0.95  2.75  -0.76
H  -3.78  1.08  -0.09
H  -1.96  2.83  1.81
H  -3.59  2.62  1.37
H  -2.75  4.09  0.80
H  -1.11  3.70  -1.26
H  -0.18  2.77  0.01
H  -0.56  2.04  -1.50
C  0.20  1.82  -4.08
O  -0.44  0.84  -3.64
N  -0.34  2.96  -4.47
C  0.50  4.05  -4.93
C  -1.76  3.23  -4.38
H  1.29  1.80  -4.13
H  0.18  4.44  -5.90
H  1.55  3.78  -5.06
H  0.46  4.90  -4.24
H  -2.30  2.33  -4.09
H  -1.96  3.96  -3.59
H  -2.10  3.61  -5.34
C  2.12  -3.88  -1.33
O  1.03  -3.50  -1.72
N  2.47  -4.09  -0.06
C  3.80  -4.57  0.31
C  1.46  -4.24  0.98
H  2.96  -3.94  -2.04
H  3.72  -5.65  0.51
H  4.17  -4.00  1.16
H  4.53  -4.52  -0.49
H  0.61  -3.57  0.84
H  1.10  -5.27  1.01
H  1.90  -3.99  1.94
C  5.50  -1.06  -1.66
C  4.28  -0.59  -1.96
C  4.06  0.38  -3.08
O  2.91  0.78  -3.24
C  5.22  0.88  -3.80
C  6.42  0.37  -3.52
C  6.67  -0.69  -2.46
O  7.77  -1.16  -2.33
O  7.50  0.83  -4.12
O  3.19  -0.97  -1.30
H  5.71  -1.77  -0.87
H  5.07  1.73  -4.44
H  8.28  0.64  -3.57
H  2.44  -0.40  -1.57
C  -2.67  -2.29  4.93
C  -3.33  -1.45  5.74
C  -3.57  -0.02  5.32
O  -3.92  0.79  6.14
C  -3.38  0.28  3.90
C  -2.69  -0.55  3.12
C  -2.27  -1.93  3.58
O  -1.70  -2.67  2.82
O  -2.35  -0.26  1.85
O  -3.85  -1.78  6.90
H  -2.49  -3.31  5.26
H  -3.73  1.20  3.45
H  -1.63  -0.87  1.58
H  -4.17  -0.97  7.33

E_LUMO = -6.0 eV
charge = +2
HOMO-LUMO gap = 7.33 eV
highest occupied orbital energy = -13.36 eV
2S+1 = 1

Entry from the OMol25 dataset: a molecular structure, C29H48BF2N3P2PtS at a distorted geometry (ωB97M-V/def2-TZVPD).

Positions of all 87 atoms, in Å:
Pt  0.43  -0.32  -0.32
C  1.60  -3.48  2.70
C  1.84  -2.05  3.21
C  3.09  -2.00  4.09
P  1.75  -0.86  1.77
C  3.47  -0.32  1.25
C  4.43  0.43  2.17
C  4.13  -1.54  0.59
C  0.97  0.54  2.67
C  1.61  1.27  3.66
C  1.03  2.38  4.27
C  1.78  3.17  5.32
C  -0.24  2.73  3.86
C  -0.94  1.98  2.92
C  -0.37  0.85  2.30
N  -0.97  0.06  1.33
C  -2.31  -0.03  1.08
C  -3.35  0.39  1.95
C  -4.68  0.30  1.57
C  -5.06  -0.21  0.33
C  -6.52  -0.30  -0.07
C  -4.05  -0.72  -0.47
C  -2.71  -0.67  -0.10
P  -1.42  -1.60  -0.97
C  -1.48  -3.19  -0.03
C  -2.84  -3.89  0.08
C  -0.39  -4.14  -0.54
C  -2.03  -1.78  -2.71
C  -0.83  -1.85  -3.67
C  -2.97  -2.95  -3.02
H  1.49  -4.18  3.54
H  2.43  -3.83  2.08
H  0.69  -3.53  2.10
H  0.98  -1.76  3.81
H  3.98  -2.31  3.54
H  2.96  -2.69  4.93
H  3.25  -1.01  4.50
H  3.21  0.36  0.44
H  4.64  -0.09  3.10
H  4.06  1.43  2.38
H  5.38  0.54  1.64
H  4.47  -2.27  1.34
H  5.00  -1.22  0.01
H  3.44  -2.04  -0.09
H  2.62  1.00  3.94
H  2.84  2.95  5.29
H  1.41  2.93  6.32
H  1.64  4.24  5.18
H  -0.71  3.62  4.27
H  -1.93  2.30  2.63
H  -3.11  0.73  2.94
H  -5.44  0.63  2.27
H  -7.08  0.56  0.30
H  -6.98  -1.20  0.34
H  -6.62  -0.34  -1.16
H  -4.33  -1.19  -1.41
H  -1.20  -2.83  0.96
H  -3.06  -4.47  -0.81
H  -3.65  -3.18  0.24
H  -2.81  -4.57  0.93
H  -0.65  -4.53  -1.52
H  -0.28  -4.99  0.14
H  0.57  -3.63  -0.61
H  -2.55  -0.84  -2.89
H  -0.25  -2.76  -3.50
H  -0.17  -1.00  -3.51
H  -1.16  -1.84  -4.71
H  -2.45  -3.90  -2.97
H  -3.35  -2.83  -4.04
H  -3.83  -3.00  -2.35
F  2.61  -0.45  -2.42
B  1.43  0.07  -2.04
F  0.96  0.90  -3.02
C  -2.43  3.82  0.04
N  -1.01  3.56  0.26
C  -0.11  3.09  -0.62
S  1.33  2.41  0.03
N  -0.24  3.22  -1.94
C  -1.33  3.78  -2.72
H  -2.93  3.76  1.01
H  -2.88  3.07  -0.61
H  -2.61  4.81  -0.36
H  -0.74  3.35  1.21
H  0.45  2.70  -2.45
H  -1.68  4.72  -2.30
H  -2.17  3.10  -2.82
H  -0.94  3.99  -3.72

energy relative to the best compared isomer or geometry (same formula, charge and spin) = 44.1 kJ/mol
E_LUMO = 0.5 eV
charge = 0
HOMO-LUMO gap = 6.88 eV
highest occupied orbital energy = -6.42 eV
2S+1 = 1

Entry from the OMol25 dataset: a molecular structure, C29H48BrHgN4O5PSi3 at a distorted geometry (ωB97M-V/def2-TZVPD).

Positions of all 92 atoms, in Å:
Hg  -0.30  0.28  -0.03
C  -3.08  -0.73  3.23
C  -2.51  -1.73  2.29
N  -1.59  -1.54  1.37
C  -1.28  -2.76  0.84
C  -2.09  -3.73  1.44
N  -2.86  -3.03  2.34
C  -2.29  -5.17  1.30
O  -1.50  -5.82  0.46
O  -3.16  -5.73  1.96
C  -0.11  -2.95  -0.05
O  0.23  -4.13  -0.31
O  0.52  -1.94  -0.43
H  -2.35  0.06  3.42
H  -3.31  -1.23  4.17
H  -3.99  -0.28  2.85
H  -3.55  -3.48  2.92
H  -0.78  -5.18  0.08
C  1.36  2.54  4.92
C  0.16  2.53  4.02
C  -1.05  3.12  4.42
C  -2.15  2.99  3.56
C  -1.97  2.33  2.38
Br  -3.48  2.06  1.24
N  -0.82  1.81  1.94
C  0.23  1.91  2.80
H  1.23  3.25  5.74
H  2.26  2.80  4.37
H  1.51  1.54  5.35
H  -1.14  3.65  5.36
H  -3.12  3.40  3.83
H  1.13  1.44  2.46
C  -1.96  -1.88  -2.49
Si  -0.63  -0.70  -3.20
C  -1.18  -0.49  -5.03
C  1.09  -1.54  -3.32
C  -0.54  1.00  -2.26
Si  -2.07  2.11  -2.55
C  -2.04  2.89  -4.31
C  -3.71  1.15  -2.40
C  -2.16  3.68  -1.45
Si  1.07  1.96  -2.59
C  1.62  1.98  -4.42
C  1.06  3.82  -2.10
C  2.50  1.34  -1.50
C  3.83  1.40  -1.92
C  4.85  1.09  -1.04
C  4.50  0.72  0.26
C  3.17  0.66  0.59
N  2.18  0.98  -0.25
H  -1.57  -2.88  -2.37
H  -2.83  -1.94  -3.14
H  -2.31  -1.56  -1.50
H  -1.12  -1.44  -5.55
H  -0.55  0.21  -5.57
H  -2.20  -0.14  -5.10
H  0.98  -2.61  -3.39
H  1.67  -1.33  -2.44
H  1.64  -1.20  -4.19
H  -1.95  2.14  -5.09
H  -1.19  3.56  -4.41
H  -2.94  3.46  -4.50
H  -3.85  0.48  -3.24
H  -4.56  1.82  -2.37
H  -3.74  0.56  -1.50
H  -1.80  4.55  -1.99
H  -1.56  3.58  -0.55
H  -3.18  3.89  -1.15
H  0.79  2.22  -5.06
H  2.00  1.01  -4.74
H  2.40  2.72  -4.60
H  0.38  4.41  -2.70
H  2.06  4.24  -2.22
H  0.79  3.94  -1.06
H  4.05  1.68  -2.93
H  5.89  1.15  -1.34
H  5.26  0.47  0.99
H  2.86  0.35  1.58
C  3.21  -2.10  4.06
P  1.97  -2.36  2.72
C  2.99  -2.88  1.29
C  1.06  -3.86  3.24
O  1.12  -1.17  2.55
H  3.80  -3.00  4.24
H  2.68  -1.82  4.97
H  3.87  -1.28  3.78
H  3.72  -3.62  1.59
H  3.47  -2.00  0.87
H  2.33  -3.29  0.53
H  1.73  -4.61  3.65
H  0.54  -4.26  2.38
H  0.33  -3.56  3.99

<S²> = 0.7628
E_LUMO (alpha / beta) = 2.0 / 2.0 eV
charge = -1
HOMO-LUMO gap (alpha / beta) = 2.70 / 7.14 eV
highest occupied orbital energy (alpha / beta) = -0.72 / -5.16 eV
2S+1 = 2

Question: charge of number 2 (C29H47FN6O3PtSSi2Te)?
Answer: +4

Question: Number 4 is which compound?
Answer: C29H48BF2N3P2PtS

Question: Among the records above, which one has the highest 2S+1?
Answer: C29H48BrHgN4O5PSi3